The following is a DFT calculation (wB97M-V/def2-TZVPD) of a structure of composition C5H9NO.

Cartesian coordinates (Å):
C: 0.62410 -0.43264 -0.40881
C: 0.16699 0.88394 0.16231
C: -0.97143 1.17945 -0.81161
C: -0.79530 -0.82807 0.05203
C: -0.57269 0.11005 1.25604
H: 1.81248 -2.06902 0.05857
H: 2.62698 -0.67628 -0.09430
H: 0.81225 -0.45936 -1.48310
H: 0.90653 1.66766 0.30915
H: -1.66674 1.87594 -0.37277
H: -0.71199 1.48096 -1.83414
H: -1.11268 -1.84892 0.08199
H: -1.40947 0.61558 1.73105
H: 0.14886 -0.34905 1.93792
N: 1.73869 -1.05958 0.29579
O: -1.59656 -0.09065 -0.88013

Output
- molecular weight (g mol⁻¹) = 99.13
- energy relative to the best compared isomer or geometry (same formula, charge and spin) (kcal per mole) = 56.8
- HOMO energy (eV) = -9.32
- energy (eV) = -8866.7507
- largest force on an atom (eV/Å) = 1.676

***

The following is a DFT calculation (wB97M-V/def2-TZVPD) of the molecule C5H9NO.

Cartesian coordinates (Å):
C: 1.59412 1.25766 -0.01853
C: 0.39482 0.82813 -0.83327
N: 0.48576 -0.41133 -1.60353
C: -0.58655 -0.27361 -0.62980
C: -0.69393 -1.29308 0.47475
C: -1.28085 -0.71899 1.73770
O: -1.63640 0.42991 1.85346
H: 2.19266 0.41356 0.33416
H: 2.23875 1.86982 -0.66295
H: 1.30525 1.87998 0.83569
H: -0.07576 1.68095 -1.32717
H: 0.13427 -0.32759 -2.55043
H: -1.56848 -0.01281 -1.02801
H: 0.26174 -1.78805 0.68604
H: -1.36968 -2.10238 0.14947
H: -1.39571 -1.43216 2.58242

Output
- molecular weight (g mol⁻¹) = 99.13
- energy relative to the best compared isomer or geometry (same formula, charge and spin) (kcal per mole) = 48.6
- SMILES string = C[C@H]1N[C@H]1CC=O
- HOMO energy (eV) = -9.69
- energy (eV) = -8867.1067
- largest force on an atom (eV/Å) = 0.484

***

The following is a DFT calculation (wB97M-V/def2-TZVPD) of a cluster of 2 separate species, C5H9NO in total.

Cartesian coordinates (Å):
C: -0.48639 -2.90103 -0.02369
C: 1.96835 -3.23665 -0.24459
C: -0.65702 1.02504 0.77893
C: 0.09101 0.41929 -0.38658
C: -0.63775 2.53026 0.84168
N: 0.73535 -2.98465 -0.04063
O: -1.21595 0.26378 1.55271
H: -1.01510 -2.89082 0.94908
H: 2.58819 -2.39964 -0.39033
H: 2.18675 -4.23667 -0.38666
H: 1.12240 0.23615 -0.04288
H: 0.03535 0.67485 -1.40166
H: -0.16932 -0.64105 -0.46319
H: -1.35018 3.05030 0.12326
H: 0.45704 2.82551 0.48853
H: -0.90177 2.91530 1.82840

Output
- molecular weight (g mol⁻¹) = 99.13
- energy relative to the best compared isomer or geometry (same formula, charge and spin) (kcal per mole) = 101.5
- HOMO energy (eV) = -8.17
- energy (eV) = -8864.8092
- largest force on an atom (eV/Å) = 3.251

***

The following is a DFT calculation (wB97M-V/def2-TZVPD) of the molecule C5H9NO.

Cartesian coordinates (Å):
O: -0.05688 -1.29044 2.76948
C: 0.47728 -0.86795 1.53407
C: 0.24287 -0.70086 -1.78988
C: 0.14381 0.20926 -0.63007
C: 0.35628 1.57963 -1.14303
N: -0.56074 0.66889 -1.85303
C: -0.54167 -0.13704 0.65863
H: -0.65676 -2.02460 2.59013
H: 1.30934 -0.19653 1.77215
H: 0.88508 -1.70690 0.95173
H: 1.13749 -0.44597 -2.38153
H: 1.24554 1.81963 -1.72360
H: -0.11012 2.41648 -0.61775
H: -1.56622 0.75474 -1.75871
H: -0.93317 0.74007 1.18920
H: -1.37212 -0.81841 0.43224

Output
- molecular weight (g mol⁻¹) = 99.13
- energy relative to the best compared isomer or geometry (same formula, charge and spin) (kcal per mole) = 126.6
- HOMO energy (eV) = -7.79
- energy (eV) = -8863.7238
- largest force on an atom (eV/Å) = 0.477

***

The following is a DFT calculation (wB97M-V/def2-TZVPD) of the molecule C5H9NO.

Cartesian coordinates (Å):
C: -1.55651 -0.84563 0.20878
C: -1.05970 0.55452 0.61404
N: -0.09282 0.65114 1.69952
C: 0.30095 1.16652 0.38890
C: 1.23942 0.66712 -0.67726
C: 1.47593 -0.73383 -1.01654
O: 0.61350 0.06020 -1.80822
H: -1.16910 -1.23494 -0.73589
H: -2.65001 -0.84331 0.12357
H: -1.32969 -1.57456 1.00121
H: -1.86883 1.28123 0.65358
H: 0.27841 -0.25997 1.94726
H: 0.41783 2.24814 0.48367
H: 2.00389 1.39319 -0.96733
H: 2.39756 -1.03254 -1.51220
H: 0.99917 -1.49726 -0.40310

Output
- molecular weight (g mol⁻¹) = 99.13
- energy relative to the best compared isomer or geometry (same formula, charge and spin) (kcal per mole) = 80.2
- SMILES string = C[C@H]1N[C@H]1[C@H]1CO1
- HOMO energy (eV) = -9.22
- energy (eV) = -8865.7368
- largest force on an atom (eV/Å) = 0.568

***

The following is a DFT calculation (wB97M-V/def2-TZVPD) of the molecule C5H9NO.

Cartesian coordinates (Å):
C: -0.61533 -0.28119 -1.85555
C: -0.56556 -0.64813 -0.37723
C: 0.76624 -1.29032 0.12070
C: 1.06299 -0.03744 0.99387
C: -0.28081 0.50061 0.56939
N: -0.97834 1.51533 0.85989
O: -0.31134 2.31161 1.79327
H: -0.66850 -1.18340 -2.47522
H: 0.27901 0.28103 -2.14977
H: -1.48994 0.34013 -2.07226
H: -1.45986 -1.21771 -0.09871
H: 0.62429 -2.20668 0.69947
H: 1.49637 -1.48504 -0.67100
H: 1.90560 0.57382 0.65527
H: 1.17256 -0.20398 2.06960
H: -0.93737 3.03138 1.93828

Output
- molecular weight (g mol⁻¹) = 99.13
- energy relative to the best compared isomer or geometry (same formula, charge and spin) (kcal per mole) = 66.6
- SMILES string = C[C@H]1CC/C1=N\O
- HOMO energy (eV) = -9.45
- energy (eV) = -8866.3245
- largest force on an atom (eV/Å) = 0.627

***

The following is a DFT calculation (wB97M-V/def2-TZVPD) of the molecule C5H9NO.

Cartesian coordinates (Å):
C: -1.41926 1.17839 -1.19695
C: -1.04646 -0.07155 -0.39400
C: 0.35874 0.03645 0.18153
O: 0.41428 1.16242 1.08707
C: 0.71614 -1.15693 1.14295
C: 1.91298 -1.67761 0.49244
N: 2.75637 -2.19291 -0.10943
H: -0.77516 1.32594 -2.07519
H: -2.44662 1.10474 -1.56468
H: -1.34850 2.08015 -0.57738
H: -1.10935 -0.97171 -1.02363
H: -1.74622 -0.21404 0.43735
H: 0.99340 0.14369 -0.75197
H: 1.23653 1.75404 0.74850
H: 0.10526 -2.05552 1.36143
H: 1.08594 -0.87947 2.14444

Output
- molecular weight (g mol⁻¹) = 99.13
- energy relative to the best compared isomer or geometry (same formula, charge and spin) (kcal per mole) = 45.6
- SMILES string = CC[C@@H](O)CC#N
- HOMO energy (eV) = -10.57
- energy (eV) = -8867.2333
- largest force on an atom (eV/Å) = 4.722

***

The following is a DFT calculation (wB97M-V/def2-TZVPD) of the molecule C5H9NO.

Cartesian coordinates (Å):
C: 0.90085 0.80408 -0.00117
C: -0.97311 0.48113 -1.76214
C: -0.56028 -0.31178 1.91594
C: 0.19938 -0.05262 -1.00758
C: 0.45906 -0.36890 0.82166
N: 1.08543 -1.52855 0.52139
O: 0.72579 -1.17815 -1.44779
H: 2.05561 -1.41013 0.22665
H: 1.98135 0.90264 -0.12794
H: 0.38530 1.73693 0.20435
H: -0.71753 0.46034 -2.82686
H: -1.22237 1.50908 -1.50211
H: -1.84344 -0.15775 -1.61262
H: -0.12038 0.04022 2.85356
H: -0.98599 -1.30096 2.08433
H: -1.36968 0.37441 1.66036

Output
- molecular weight (g mol⁻¹) = 99.13
- energy relative to the best compared isomer or geometry (same formula, charge and spin) (kcal per mole) = 112.6
- HOMO energy (alpha / beta) (eV) = -8.07 / -8.07
- energy (eV) = -8864.3292
- largest force on an atom (eV/Å) = 6.987

***

The following is a DFT calculation (wB97M-V/def2-TZVPD) of a cluster of 2 separate species, C5H9NO in total.

Cartesian coordinates (Å):
C: -1.18268 0.90770 -1.65683
O: -1.12047 0.93748 -0.40373
C: 0.23139 -0.23517 0.31532
C: 1.24154 0.77089 0.78898
C: -0.54367 -0.96167 1.37437
C: 0.49108 -0.89573 -0.97836
N: 1.30376 -1.77002 -0.80432
H: -0.58163 1.59603 -2.26901
H: -0.08920 -0.41588 -1.90461
H: -2.01029 0.39309 -2.16488
H: 0.77260 1.43307 1.52371
H: 1.62706 1.37042 -0.04046
H: 2.07973 0.25586 1.26939
H: 0.13249 -1.42834 2.09790
H: -1.19221 -1.72916 0.94726
H: -1.15951 -0.22858 1.90528

Output
- molecular weight (g mol⁻¹) = 99.13
- energy relative to the best compared isomer or geometry (same formula, charge and spin) (kcal per mole) = 121.0
- HOMO energy (alpha / beta) (eV) = -8.24 / -8.34
- energy (eV) = -8863.9663
- largest force on an atom (eV/Å) = 0.786

***

The following is a DFT calculation (wB97M-V/def2-TZVPD) of the molecule C5H9NO.

Cartesian coordinates (Å):
C: 1.00810 1.42839 1.04009
C: 1.13232 0.01480 0.48227
N: 0.47757 -1.06978 1.23043
C: 0.12921 -0.89678 -0.15941
C: -1.31595 -0.67397 -0.48489
C: -1.45469 0.22364 -1.67352
O: -0.51017 0.65740 -2.28996
H: 0.06420 1.58212 1.56791
H: 1.81318 1.62069 1.76763
H: 1.11900 2.19419 0.26170
H: 2.13033 -0.13696 0.06294
H: 0.96640 -1.95183 1.30359
H: 0.61113 -1.60590 -0.83897
H: -1.83425 -0.24304 0.37796
H: -1.84279 -1.62443 -0.69360
H: -2.49359 0.48145 -1.95418

Output
- molecular weight (g mol⁻¹) = 99.13
- energy relative to the best compared isomer or geometry (same formula, charge and spin) (kcal per mole) = 51.6
- SMILES string = C[C@H]1N[C@H]1CC=O
- HOMO energy (eV) = -9.62
- energy (eV) = -8866.9744
- largest force on an atom (eV/Å) = 0.772

***

The following is a DFT calculation (wB97M-V/def2-TZVPD) of the molecule C5H9NO.

Cartesian coordinates (Å):
C: -1.53863 -1.00471 -0.13353
C: -0.61858 -0.00227 -0.83483
C: -0.83751 1.42247 -0.46825
C: 0.46793 0.79141 -0.06842
C: 0.83800 -0.02154 1.09320
N: 1.93122 -0.66971 1.21512
O: 2.86954 -0.32736 0.23902
H: -2.44743 -1.10212 -0.73992
H: -1.87689 -0.65832 0.85148
H: -1.11876 -2.00816 -0.00177
H: -0.35423 -0.28736 -1.84641
H: -0.71976 2.12779 -1.28487
H: -1.62791 1.67027 0.23360
H: 1.32807 1.24009 -0.56272
H: 0.07657 -0.30671 1.80740
H: 3.62835 -0.86377 0.50088

Output
- molecular weight (g mol⁻¹) = 99.13
- energy relative to the best compared isomer or geometry (same formula, charge and spin) (kcal per mole) = 82.8
- SMILES string = C[C@H]1C[C@H]1/C=N\O
- HOMO energy (eV) = -8.98
- energy (eV) = -8865.6230
- largest force on an atom (eV/Å) = 0.767

***

The following is a DFT calculation (wB97M-V/def2-TZVPD) of the molecule C5H9NO.

Cartesian coordinates (Å):
C: -0.08374 0.31307 -2.04272
C: -0.44786 0.26076 -0.55501
C: -1.22020 1.45142 -0.16542
N: -1.81851 2.39569 0.13534
C: 0.79542 0.09651 0.34007
C: 0.48079 -0.61160 1.64792
O: -0.12712 -1.85039 1.32451
H: 0.38248 -0.63577 -2.32645
H: 0.62528 1.12155 -2.24775
H: -0.96966 0.46327 -2.66579
H: -1.09041 -0.60965 -0.37966
H: 1.53264 -0.50073 -0.20829
H: 1.25343 1.06989 0.55085
H: -0.18410 0.00963 2.26642
H: 1.41469 -0.76774 2.20845
H: -0.54313 -2.20591 2.11755

Output
- molecular weight (g mol⁻¹) = 99.13
- energy relative to the best compared isomer or geometry (same formula, charge and spin) (kcal per mole) = 24.4
- SMILES string = C[C@H](C#N)CCO
- HOMO energy (eV) = -10.74
- energy (eV) = -8868.1541
- largest force on an atom (eV/Å) = 1.117